76
Properties=species:S:1:pos:R:3:forces:R:3:lowdin_charge:R:1 method="wB97M-V/def2-TZVPD" relative_energy_ev=1.904 orbital_gap_ev="3.964 / 3.858" lumo_ev="-5.193 / -5.178" homo_energy_ev="-9.16 / -9.04" total_charge=+1
La 0.05128 0.12858 -0.69550 -1.53 1.02 7.54 1.7391
C -0.58871 -2.49564 2.73406 -0.65 1.79 1.78 -0.1960
C 0.76680 -2.62986 2.34017 2.38 1.43 0.19 -0.2282
C 0.67905 -0.98772 3.93302 -2.83 -0.15 0.32 -0.1745
C -0.65557 -1.47233 3.72611 1.49 -0.65 -0.75 -0.2199
C 1.53687 -1.68965 3.05718 -0.30 -1.83 -2.18 -0.2137
C -1.74290 -3.23362 2.19497 -0.41 -0.51 -0.32 -0.0451
H -1.47699 -3.82199 1.30485 -0.12 0.12 0.21 0.0688
H -2.56353 -2.55512 1.92805 0.06 -0.11 0.12 0.0788
H -2.14436 -3.94282 2.93240 0.02 0.13 -0.12 0.1049
C -1.87561 -0.99870 4.38877 -0.71 0.22 0.49 -0.0369
H -2.70761 -1.66807 4.13835 0.01 0.24 0.15 0.0766
H -2.14840 0.03441 4.11369 0.03 -0.43 0.14 0.0556
H -1.74801 -1.02803 5.48029 -0.18 0.11 -0.17 0.0935
C 1.07798 0.07519 4.86390 0.53 0.07 0.36 -0.0108
H 0.64511 -0.10201 5.85431 -0.07 0.18 -0.11 0.1021
H 0.74585 1.06333 4.52283 0.03 -0.19 0.15 0.0615
H 2.16727 0.08760 4.97799 -0.13 0.11 0.03 0.0813
C 2.98101 -1.43396 2.90439 0.64 -0.05 -0.04 -0.0668
H 3.54817 -1.81491 3.76737 0.00 0.13 -0.19 0.0983
H 3.19122 -0.35741 2.81460 -0.02 -0.24 0.13 0.0446
H 3.37436 -1.92056 2.00239 0.00 0.07 0.24 0.0631
C 1.31039 -3.61893 1.38478 0.26 -0.44 -0.25 -0.0578
H 1.82357 -4.44763 1.89503 -0.11 0.10 -0.17 0.0971
H 2.04256 -3.16294 0.70779 0.00 -0.15 0.00 0.0619
H 0.50899 -4.05200 0.78634 0.09 -0.13 -0.13 0.0594
C -1.54542 0.72098 -3.83005 -1.59 -1.22 -1.74 -0.1533
C -1.61646 -0.63134 -3.74193 -0.97 1.12 -1.24 -0.1544
C -0.66088 -1.63463 -4.32042 -0.24 -0.33 0.46 -0.1567
C 0.81644 -1.28074 -4.07121 0.00 0.13 -0.25 -0.1447
C 1.08071 -0.49530 -2.79352 3.06 2.19 -3.37 -0.2623
C 1.07399 0.90702 -2.69825 3.25 -2.15 -3.40 -0.3104
C 0.74230 1.90120 -3.78478 -0.16 0.13 0.54 -0.1423
C -0.50980 1.51258 -4.57827 0.08 -0.03 -0.51 -0.1435
H -0.86495 -1.73730 -5.40315 0.19 0.17 0.38 0.1400
H 1.17376 -0.68765 -4.92454 -0.01 -0.04 0.31 0.1214
H -0.93735 -2.61525 -3.90107 0.39 0.20 -0.03 0.1217
H -0.21120 0.91544 -5.44974 -0.03 0.19 0.12 0.1204
H -2.51408 1.25393 -3.74014 0.82 -0.43 0.37 0.1151
H -2.59152 -1.06618 -3.46097 0.55 0.40 -0.08 0.1152
H -0.98061 2.42618 -4.97240 0.18 -0.34 0.15 0.1349
H 0.64592 2.90476 -3.34716 -0.15 -0.37 0.04 0.1136
H 1.74510 1.32657 -1.90031 -0.89 -0.04 -0.10 0.0457
H 1.60094 2.00496 -4.46341 -0.02 -0.33 0.13 0.1422
H 1.42788 -2.19028 -4.06954 -0.14 0.16 0.14 0.1272
H 1.78340 -1.02620 -2.08735 -1.01 0.34 -0.11 0.1110
P -3.00040 0.55185 -0.28628 0.59 0.13 0.35 0.9255
P 3.47082 1.08754 0.18129 -0.15 0.76 -0.64 0.8759
C -1.86187 1.89237 -1.12258 -1.11 0.76 -0.35 -0.5256
C -0.58186 2.47717 -0.61696 1.26 0.18 0.93 -0.3593
H -2.61690 2.68271 -1.03307 -0.20 -0.13 -0.37 0.0957
H -1.72121 1.67723 -2.20135 -0.51 0.26 1.10 0.0156
H -0.09475 3.04155 -1.42586 -0.30 0.17 0.36 0.0308
H -0.65403 3.04339 0.34434 0.14 -0.51 -1.10 0.0617
C 3.59501 2.87504 0.59816 -0.38 0.17 0.73 -0.3534
H 4.26534 3.00859 1.47528 -0.50 0.03 -0.43 0.0493
H 2.57242 3.20256 0.86816 0.55 0.05 0.14 0.0309
H 3.96118 3.50309 -0.22567 -0.09 -0.36 0.23 0.0341
C 4.43712 1.14880 -1.38664 0.13 -0.75 -0.06 -0.3761
H 4.61235 2.14975 -1.79122 -0.07 -0.16 0.22 0.0377
H 3.87065 0.56135 -2.12439 0.52 -0.01 -0.04 -0.0008
H 5.40906 0.65582 -1.19731 -0.34 0.16 -0.35 0.0450
C -4.32907 0.59481 -1.54075 -0.16 -0.16 -0.65 -0.2979
H -4.94814 -0.30129 -1.35026 0.10 0.48 -0.13 0.0534
H -3.93410 0.53921 -2.57436 -0.46 0.08 0.51 0.0241
H -4.96196 1.49638 -1.42331 0.42 -0.48 -0.02 0.0633
C -2.24639 -1.11745 -0.82130 -0.68 -0.53 -0.01 -0.4170
H -1.75099 -1.67644 -0.00102 -0.39 0.15 -0.20 0.0074
H -1.61026 -1.13493 -1.73791 -0.61 -0.30 0.55 -0.0393
H -3.13034 -1.68213 -1.14415 0.33 -0.16 0.32 0.0690
B -1.35412 2.49257 3.70823 -0.31 0.74 1.20 -0.4346
C -0.85859 1.60140 2.58179 0.72 -1.52 -2.13 -0.2470
N -0.50059 0.95970 1.66114 -0.35 0.46 1.38 -0.0157
H -1.13062 2.02600 4.80319 0.16 -0.13 -0.18 0.0212
H -2.54719 2.61081 3.64241 -0.26 -0.05 -0.35 0.0259
H -0.81755 3.56862 3.62047 0.14 0.11 -0.20 0.0222